{
  "formula": "C43H66BN8ORbS2",
  "method": "ωB97M-V/def2-TZVPD",
  "multiplicity": 1,
  "de_lowest_ev": 0.066,
  "e_tot_ev": -82637.9945,
  "homo_lumo_gap_ev": 5.4,
  "total_charge": -2,
  "lumo_energy_ev": 3.770,
  "max_force_ha_per_bohr": 0.01143,
  "species": ["Rb", "C", "N", "C", "C", "N", "C", "C", "C", "C", "C", "C", "C", "S", "C", "C", "C", "C", "C", "C", "S", "H", "H", "H", "H", "H", "H", "H", "H", "H", "H", "H", "H", "H", "H", "H", "H", "H", "H", "C", "C", "C", "C", "C", "C", "C", "C", "C", "N", "N", "B", "N", "N", "C", "C", "C", "C", "C", "C", "C", "C", "C", "N", "N", "C", "C", "C", "C", "C", "C", "C", "C", "C", "H", "H", "H", "H", "H", "H", "H", "H", "H", "H", "H", "H", "H", "H", "H", "H", "H", "H", "H", "H", "H", "H", "H", "H", "H", "H", "H", "H", "H", "H", "H", "H", "H", "H", "H", "H", "H", "H", "H", "H", "H", "H", "H", "H", "H", "H", "O", "H", "H"],
  "xyz": [[-1.599, -0.863, -0.926], [-2.381, -2.509, 1.764], [-2.048, -3.290, 0.572], [-0.734, -3.886, 0.774], [-0.046, -4.578, -0.409], [0.558, -3.713, -1.413], [1.580, -2.828, -0.858], [1.079, -4.419, -2.545], [1.268, -5.798, -2.513], [1.801, -6.502, -3.586], [2.187, -5.810, -4.722], [1.999, -4.440, -4.781], [1.417, -3.703, -3.733], [1.113, -2.013, -3.986], [-3.126, -4.156, 0.209], [-2.997, -5.538, 0.299], [-4.011, -6.410, -0.076], [-5.205, -5.884, -0.547], [-5.367, -4.512, -0.611], [-4.363, -3.599, -0.238], [-4.729, -1.905, -0.321], [-2.306, -3.131, 2.673], [-3.398, -2.135, 1.675], [-1.711, -1.651, 1.861], [-0.772, -4.631, 1.589], [-0.086, -3.084, 1.135], [-0.760, -5.228, -0.915], [0.725, -5.223, 0.054], [2.373, -3.402, -0.344], [1.158, -2.108, -0.163], [2.027, -2.258, -1.668], [0.992, -6.369, -1.635], [1.913, -7.579, -3.523], [2.615, -6.337, -5.568], [2.279, -3.885, -5.667], [-2.073, -5.971, 0.665], [-3.858, -7.480, -0.005], [-6.006, -6.543, -0.864], [-6.297, -4.091, -0.969], [-3.683, 0.434, 3.848], [-3.762, 1.072, 2.458], [-4.931, 2.056, 2.383], [-2.468, 1.749, 2.110], [-1.967, 2.976, 2.583], [-0.740, 3.121, 1.958], [0.228, 4.252, 2.135], [0.592, 4.396, 3.617], [-0.350, 5.563, 1.594], [-0.542, 2.030, 1.185], [-1.602, 1.204, 1.278], [0.534, 1.593, 0.138], [1.951, 1.391, 0.864], [1.922, 0.130, 1.377], [2.981, -0.033, 2.143], [3.756, 1.134, 2.137], [3.075, 2.020, 1.321], [3.620, 3.382, 0.980], [3.756, 4.272, 2.221], [5.007, 3.249, 0.329], [3.197, -1.343, 2.843], [2.124, -1.564, 3.914], [4.598, -1.442, 3.442], [0.162, 2.327, -1.240], [-1.005, 1.756, -1.640], [-1.303, 2.202, -2.846], [-0.315, 3.111, -3.258], [0.603, 3.153, -2.223], [1.865, 3.962, -2.276], [1.840, 5.104, -1.252], [3.087, 3.044, -2.194], [-2.476, 1.667, -3.620], [-2.729, 2.509, -4.870], [-2.230, 0.196, -4.004], [-4.606, -0.106, 4.073], [-2.850, -0.270, 3.891], [-3.530, 1.197, 4.617], [-3.930, 0.278, 1.724], [-4.811, 2.856, 3.118], [-4.986, 2.507, 1.390], [-5.875, 1.544, 2.583], [-2.430, 3.665, 3.272], [1.135, 4.010, 1.578], [-0.308, 4.564, 4.209], [1.071, 3.484, 3.979], [1.267, 5.242, 3.780], [-1.198, 5.881, 2.205], [0.406, 6.354, 1.610], [-0.701, 5.433, 0.569], [0.266, 0.476, -0.125], [4.690, 1.320, 2.645], [2.958, 3.875, 0.275], [4.473, 3.836, 2.920], [4.118, 5.264, 1.935], [2.808, 4.388, 2.741], [5.744, 2.952, 1.077], [5.007, 2.499, -0.459], [5.322, 4.207, -0.096], [3.082, -2.130, 2.092], [2.185, -0.788, 4.682], [1.134, -1.516, 3.460], [2.251, -2.538, 4.394], [4.745, -0.672, 4.204], [4.742, -2.418, 3.911], [5.361, -1.313, 2.672], [-0.236, 3.656, -4.185], [1.875, 4.425, -3.266], [1.545, 4.738, -0.271], [2.813, 5.599, -1.176], [1.097, 5.846, -1.553], [3.015, 2.379, -1.335], [3.120, 2.412, -3.082], [4.014, 3.620, -2.137], [-3.365, 1.712, -2.983], [-1.890, 2.417, -5.563], [-3.631, 2.165, -5.380], [-2.854, 3.565, -4.619], [-1.214, 0.057, -4.377], [-2.370, -0.454, -3.145], [-2.934, -0.125, -4.774], [-1.876, -3.032, -3.219], [-1.656, -3.556, -2.440], [-1.002, -2.714, -3.537]],
  "mulliken_charge": [0.37, -1.08, 1.44, -1.44, -1.85, 1.69, -1.06, 0.04, -0.18, -0.95, -0.46, -0.88, 0.11, -0.48, -0.22, -0.31, -1.00, -0.54, -0.72, 0.52, -0.47, 0.22, 0.23, 0.26, 0.22, 0.54, 1.02, 0.53, 0.17, -0.01, 0.33, 0.35, 0.34, 0.33, 0.40, 0.28, 0.34, 0.34, 0.35, -1.50, 1.67, -1.68, -0.29, -0.50, -0.70, 3.48, -2.02, -1.82, 0.86, -0.13, 2.01, 0.89, -0.96, -0.75, -0.36, -0.26, 3.50, -1.66, -2.06, 1.63, -1.29, -1.86, 1.07, -0.72, -0.65, -0.22, -0.40, 0.34, -1.00, -1.17, 1.07, -1.91, -0.65, 0.40, 0.29, 0.38, -0.56, 0.29, 0.37, 0.45, 0.42, -2.10, 0.32, 0.40, 0.57, 0.40, 0.39, 0.30, -1.26, 0.46, -2.09, 0.38, 0.41, 0.20, 0.44, 0.37, 0.38, -0.22, 0.33, 0.21, 0.39, 0.29, 0.48, 0.39, 0.41, 0.47, 0.01, 0.35, 0.39, -0.02, 0.53, 0.40, 0.19, 0.29, 0.47, 0.42, 0.28, -0.45, 0.38, -0.76, 0.26, 0.21]
}

***

{
  "formula": "C43H67F3NO6PSi",
  "method": "ωB97M-V/def2-TZVPD",
  "multiplicity": 1,
  "smiles": "CCP(C)c1c(CCO[Si](C)(C)C)c(C[C@@H]2CO2)c2c(c1-c1ccccn1)C(=O)C(COC)=C(C[C@@H](O)C(F)(F)F)C2=O.CCCCCC.CCCCCC",
  "de_lowest_ev": 0.000,
  "e_tot_ev": -84758.7657,
  "homo_lumo_gap_ev": 7.2,
  "lumo_energy_ev": -1.167,
  "max_force_ha_per_bohr": 0.11493,
  "species": ["C", "C", "P", "C", "C", "C", "C", "C", "O", "Si", "C", "C", "C", "C", "C", "C", "C", "O", "C", "C", "C", "C", "C", "C", "C", "C", "N", "C", "O", "C", "C", "O", "C", "C", "C", "C", "O", "C", "F", "F", "F", "C", "O", "H", "H", "H", "H", "H", "H", "H", "H", "H", "H", "H", "H", "H", "H", "H", "H", "H", "H", "H", "H", "H", "H", "H", "H", "H", "H", "H", "H", "H", "H", "H", "H", "H", "H", "H", "H", "H", "H", "H", "C", "C", "C", "C", "C", "C", "H", "H", "H", "H", "H", "H", "H", "H", "H", "H", "H", "H", "H", "H", "C", "C", "C", "C", "C", "C", "H", "H", "H", "H", "H", "H", "H", "H", "H", "H", "H", "H", "H", "H"],
  "xyz": [[6.505, 2.415, -3.829], [6.871, 3.301, -2.502], [5.444, 4.409, -1.947], [6.274, 5.667, -0.754], [4.179, 3.520, -0.863], [4.457, 2.500, 0.275], [5.949, 2.049, 0.605], [6.285, 0.632, -0.132], [5.251, -0.364, 0.082], [4.737, -1.159, -1.370], [3.102, -2.099, -0.896], [5.964, -2.566, -1.912], [4.266, 0.004, -2.813], [3.310, 1.861, 1.152], [3.579, 0.853, 2.353], [3.777, 1.896, 3.716], [4.186, 1.095, 5.131], [2.756, 1.732, 4.819], [1.807, 2.246, 0.882], [1.495, 3.247, -0.301], [2.666, 3.865, -1.149], [2.230, 4.899, -2.315], [2.136, 6.362, -1.855], [1.664, 7.391, -2.952], [1.383, 6.679, -4.316], [1.575, 5.180, -4.602], [2.004, 4.297, -3.574], [-0.032, 3.600, -0.544], [-0.494, 4.695, -0.941], [-1.089, 2.428, -0.189], [-2.447, 2.278, -1.028], [-2.111, 1.684, -2.304], [-1.855, 0.258, -2.173], [-0.819, 1.518, 0.890], [-1.804, 0.357, 1.361], [-2.758, 0.849, 2.597], [-2.357, 2.123, 3.139], [-4.327, 0.788, 2.217], [-4.681, -0.415, 1.515], [-4.786, 1.912, 1.484], [-5.079, 0.804, 3.475], [0.575, 1.671, 1.697], [0.559, 1.357, 2.911], [7.170, 2.770, -4.705], [6.856, 1.343, -3.584], [5.403, 2.477, -4.109], [7.348, 2.667, -1.676], [7.710, 4.016, -2.859], [6.808, 5.142, 0.123], [5.504, 6.375, -0.284], [7.066, 6.301, -1.281], [6.730, 2.858, 0.369], [6.011, 1.838, 1.724], [6.478, 0.746, -1.252], [7.234, 0.244, 0.409], [3.290, -3.006, -0.232], [2.708, -2.506, -1.909], [2.287, -1.390, -0.514], [7.040, -2.189, -1.873], [5.757, -3.431, -1.185], [5.616, -2.876, -2.960], [5.055, -0.167, -3.644], [3.223, -0.160, -3.246], [4.397, 1.086, -2.465], [4.605, 0.363, 2.353], [2.712, 0.163, 2.611], [4.274, 2.971, 3.524], [4.767, 1.675, 5.917], [3.851, 0.010, 5.185], [2.370, 6.710, -0.785], [1.534, 8.503, -2.764], [1.000, 7.332, -5.181], [1.367, 4.748, -5.649], [-2.868, 3.345, -1.151], [-3.254, 1.666, -0.499], [-1.583, -0.127, -3.226], [-0.959, 0.017, -1.499], [-2.811, -0.223, -1.758], [-2.426, -0.090, 0.516], [-1.180, -0.508, 1.808], [-2.634, 0.092, 3.462], [-2.881, 2.860, 2.758], [-4.496, -5.938, -4.182], [-4.480, -5.020, -2.967], [-3.820, -3.667, -3.237], [-2.340, -3.725, -3.623], [-1.425, -4.414, -2.609], [-1.385, -3.711, -1.259], [-3.484, -6.195, -4.505], [-5.014, -6.870, -3.944], [-5.016, -5.466, -5.020], [-3.989, -5.527, -2.131], [-5.515, -4.844, -2.653], [-3.940, -3.036, -2.349], [-4.366, -3.160, -4.040], [-1.984, -2.700, -3.782], [-2.235, -4.231, -4.589], [-0.409, -4.436, -3.019], [-1.722, -5.458, -2.471], [-1.050, -2.675, -1.368], [-0.687, -4.222, -0.589], [-2.365, -3.709, -0.775], [-7.234, -1.557, 3.151], [-6.146, -2.559, 3.510], [-6.663, -3.991, 3.658], [-7.687, -4.206, 4.777], [-7.218, -3.809, 6.178], [-6.024, -4.617, 6.667], [-7.989, -1.486, 3.937], [-6.797, -0.567, 3.017], [-7.731, -1.836, 2.218], [-5.638, -2.238, 4.424], [-5.389, -2.545, 2.718], [-5.808, -4.658, 3.815], [-7.117, -4.305, 2.711], [-7.972, -5.265, 4.786], [-8.602, -3.652, 4.544], [-8.049, -3.962, 6.876], [-6.979, -2.742, 6.214], [-6.254, -5.686, 6.677], [-5.759, -4.319, 7.685], [-5.144, -4.459, 6.038]],
  "mulliken_charge": [-0.72, -0.54, 0.17, -1.05, 1.14, 0.06, -1.19, -0.28, -0.43, 0.63, -0.83, -1.07, -0.40, 0.27, -0.97, 0.27, -0.59, -0.42, 0.29, -0.03, 0.34, -0.43, -0.24, -0.44, -0.33, -0.23, -0.49, -0.06, -0.60, 0.56, -0.60, -0.49, -0.18, 0.88, -0.80, -0.02, -0.53, 0.62, -0.22, -0.27, -0.31, -0.31, -0.57, 0.32, 0.05, 0.26, 0.28, 0.51, 0.26, 0.27, 0.39, 0.28, 0.41, 0.15, 0.24, 0.31, 0.19, 0.06, 0.26, 0.25, 0.31, 0.28, 0.44, -0.26, 0.23, 0.48, 0.32, 0.27, 0.26, 0.36, 0.35, 0.30, 0.33, 0.36, 0.17, 0.22, 0.05, 0.22, 0.18, 0.40, 0.31, 0.40, -1.23, -0.50, -0.34, -0.51, -0.50, -0.87, 0.28, 0.39, 0.29, 0.25, 0.41, 0.06, 0.40, 0.18, 0.35, 0.35, 0.28, 0.03, 0.41, 0.28, -1.09, 0.03, -0.88, -0.75, -0.34, -1.19, 0.35, 0.23, 0.25, 0.20, 0.20, 0.33, 0.39, 0.40, 0.30, 0.36, 0.24, 0.29, 0.37, 0.28]
}

***

Q: Look up the multiplicity of the second one.
A: 1

***

Q: Number 2 is which compound?
A: C43H67F3NO6PSi